The following is a quantum chemistry calculation of a cluster of 8 separate species, C18H48F2N8O13S2 in total in a non-equilibrium geometry, from OMol25.

* spin multiplicity: 1
* maximum force: 0.1734 Eh/bohr
* gap between HOMO and LUMO: 8.2 eV
* charge: +4
* E_HOMO: -18.36 eV

XYZ file:
```
91
Properties=species:S:1:pos:R:3:lowdin_charge:R:1
C -16.39210 0.90393 -21.48411 0.0507
C -15.17707 0.83043 -22.37082 -0.3877
O -14.40696 1.70456 -22.53457 0.2221
N -14.84656 -0.50174 -23.04726 0.0775
H -15.56606 -1.17931 -22.77038 0.1677
H -15.03943 -0.48198 -24.05204 0.1756
C -13.49646 -1.08880 -22.73698 0.0356
H -16.50145 1.90958 -21.09600 0.1194
H -16.31859 0.14481 -20.69923 0.1100
H -17.27337 0.57929 -22.04778 0.1072
H -12.71764 -0.57027 -23.28738 0.1061
H -13.55432 -2.15048 -22.96149 0.0912
H -13.28412 -0.89270 -21.68775 0.1198
C -16.99161 -10.06428 -21.61351 0.0426
C -17.18586 -8.64530 -21.97464 -0.4063
O -18.06535 -8.21947 -22.63390 0.1987
N -16.22738 -7.71794 -21.21469 0.0986
H -16.60432 -7.62770 -20.26300 0.1973
H -15.35241 -8.22283 -21.04632 0.1790
C -16.05296 -6.40851 -21.91840 0.0061
H -17.62727 -10.82916 -22.04863 0.1213
H -17.05154 -10.12347 -20.51984 0.1172
H -15.97973 -10.38563 -21.89492 0.1041
H -16.99046 -5.87739 -22.03437 0.1080
H -15.53835 -6.62941 -22.84914 0.0590
H -15.37942 -5.78984 -21.32697 0.1048
C -13.73403 -3.93728 -28.23156 0.0461
C -14.98049 -3.16563 -27.91057 -0.3819
O -15.64569 -2.46811 -28.58580 0.2141
N -15.40202 -3.18116 -26.43904 0.0717
H -14.80213 -3.83956 -25.90342 0.0948
H -15.17902 -2.23963 -26.12226 0.1595
C -16.85379 -3.37394 -26.13725 0.0281
H -13.80249 -4.04054 -29.31517 0.1163
H -13.70655 -4.88728 -27.70589 0.0882
H -12.88416 -3.30246 -27.98833 0.0953
H -17.14676 -4.38060 -26.41028 0.0805
H -17.46606 -2.71043 -26.74792 0.1132
H -17.01951 -3.08504 -25.10354 0.0982
C -7.81275 -1.00650 -28.30158 0.0409
C -7.56495 -1.68799 -27.00404 -0.4144
O -6.71666 -2.44136 -26.72763 0.2316
N -8.58058 -1.41343 -25.88464 0.0803
H -8.06702 -1.47031 -24.99393 0.1852
H -8.88955 -0.44255 -25.75712 0.1840
C -9.71273 -2.46496 -25.95211 0.0472
H -6.96289 -1.20897 -28.95316 0.1184
H -7.83999 0.07958 -28.18412 0.1121
H -8.69652 -1.33727 -28.84842 0.1051
H -9.15764 -3.38289 -26.10222 0.1055
H -10.27549 -2.13345 -26.82256 0.0955
H -10.37675 -2.34794 -25.10349 0.0830
C -9.49988 -7.36375 -25.60316 0.0420
C -8.97622 -7.52383 -24.19214 -0.3821
O -7.88438 -7.29782 -23.81929 0.2002
N -10.00363 -7.95100 -23.12905 0.0990
H -10.87386 -8.20024 -23.62735 0.1087
H -9.65405 -8.84214 -22.75929 0.1899
C -9.92388 -6.96843 -21.95486 0.0434
H -10.10900 -8.18235 -25.96551 0.0838
H -8.59744 -7.30405 -26.21443 0.1075
H -9.94242 -6.37171 -25.70807 0.0906
H -8.90545 -7.05732 -21.60012 0.1079
H -10.71820 -7.27732 -21.28071 0.1031
H -10.21406 -5.98036 -22.29976 0.0836
C -17.04454 -7.13410 -25.89532 0.0180
C -17.35753 -8.56726 -26.23075 -0.4097
O -18.14356 -9.17382 -25.59487 0.1988
N -16.63066 -9.20272 -27.35973 0.0814
H -16.29061 -8.40004 -27.89409 0.1700
H -15.69832 -9.57806 -27.00942 0.1011
C -17.35779 -10.33434 -28.07300 0.0650
H -16.93696 -6.54258 -26.80988 0.0785
H -16.15482 -7.07090 -25.27233 0.0599
H -17.93216 -6.73146 -25.41232 0.1061
H -17.28573 -10.12450 -29.13682 0.1115
H -18.36159 -10.37266 -27.66418 0.1046
H -16.86016 -11.28698 -27.91970 0.0951
N -14.15172 -9.73090 -26.28906 -0.2970
S -13.85163 -11.15494 -25.74000 0.4855
O -14.67500 -11.60483 -24.65422 -0.2536
O -12.60181 -11.80263 -25.92977 -0.2025
F -14.74791 -11.82665 -26.96281 -0.2180
S -13.55969 -8.83851 -24.99808 0.6003
O -12.13340 -8.85262 -24.85272 -0.2737
O -14.48323 -8.72508 -23.89694 -0.2718
F -13.72736 -7.44876 -25.82586 -0.2142
N -13.10683 -4.83350 -24.55214 -0.5732
O -12.29745 -5.40594 -23.80903 -0.0107
O -14.32693 -5.03751 -24.40596 -0.0645
O -12.65007 -3.85404 -25.24104 -0.0885
```

=====

The following is a quantum chemistry calculation of a structure of composition C18H48F2NO24S8V in a non-equilibrium geometry, from OMol25.

* spin multiplicity: 1
* maximum force: 0.1929 Eh/bohr
* gap between HOMO and LUMO: 4.2 eV
* charge: 0
* E_HOMO: -9.68 eV

XYZ file:
```
102
Properties=species:S:1:pos:R:3:lowdin_charge:R:1
O 5.39983 3.85773 0.52715 -0.1707
V 4.23804 2.97040 0.95861 1.3064
O 3.85148 3.10775 2.50639 -0.2121
N 1.68312 0.93575 -0.96978 -0.3362
S 0.06804 0.75712 -0.57077 0.5877
O -0.31480 -0.54027 -0.03780 -0.2738
O -0.90280 1.58077 -1.32754 -0.2929
F 0.13322 1.57236 0.81051 -0.2300
S 1.75688 0.21437 -2.27826 0.4269
O 1.24652 0.89545 -3.44539 -0.2879
O 1.66829 -1.27879 -2.34207 -0.3071
F 3.32295 0.46327 -2.48251 -0.2291
O -0.88206 -3.05177 6.85951 -0.2635
S -1.87285 -2.07275 7.04009 0.6380
O -2.64412 -1.73574 5.83056 -0.3075
O -2.86727 -2.50884 8.36306 -0.2525
C -3.93944 -1.59571 8.57317 -0.2921
C -3.87840 -1.32661 10.11406 -0.0682
C -1.06732 -0.61035 7.60038 -0.1200
H -4.87608 -2.14304 8.46724 0.1129
H -4.12908 -0.76215 7.89692 0.1180
H -4.61668 -0.54982 10.31319 0.0715
H -2.97896 -0.80944 10.44820 0.0643
H -4.02977 -2.18870 10.76367 0.0799
H -1.73653 -0.03267 8.23800 0.0647
H -0.66629 -0.14229 6.70139 0.0808
H -0.25257 -1.00662 8.20641 0.0734
O -6.87817 4.64002 2.77093 -0.3391
S -6.94207 3.21329 3.34225 0.6684
O -7.39331 2.93874 4.63689 -0.2867
O -7.74486 2.26230 2.32372 -0.2855
C -7.91551 0.85557 2.73097 -0.2540
C -9.02795 0.33819 1.84219 -0.0585
C -5.21453 2.39332 3.25399 -0.0968
H -8.19817 0.73074 3.77625 0.1127
H -6.92137 0.41755 2.64202 0.1100
H -9.45391 -0.51924 2.36322 0.0752
H -8.55221 -0.07626 0.95337 0.0872
H -9.85234 1.04618 1.92713 0.0948
H -4.45153 3.09009 3.60101 0.0546
H -4.85347 2.03998 2.28813 0.0660
H -5.23568 1.59498 3.99580 0.0520
O 6.82456 -0.65908 1.37226 -0.3731
S 7.84735 -1.71789 0.97087 0.7485
O 8.69575 -1.59717 -0.21097 -0.3089
O 8.91677 -2.22865 2.20646 -0.2668
C 8.33762 -2.72059 3.43811 -0.2871
C 7.71257 -1.61081 4.21143 -0.0844
C 6.91657 -3.27582 0.57708 -0.0989
H 9.17794 -3.10339 4.01726 0.1281
H 7.60610 -3.48438 3.17433 0.1064
H 7.21496 -1.98582 5.10579 0.0903
H 6.90637 -1.18824 3.61179 0.0525
H 8.55208 -0.92079 4.29626 0.0942
H 6.58543 -3.16689 -0.45569 0.0735
H 6.11767 -3.31464 1.31759 0.0616
H 7.61431 -4.11318 0.58572 0.0742
O 2.00329 -8.00486 -4.95553 -0.3233
S 3.03486 -7.18032 -5.63455 0.6665
O 4.16966 -6.66967 -4.85341 -0.3155
O 3.50595 -7.94899 -6.98695 -0.2756
C 4.91323 -8.00569 -7.41087 -0.2247
C 5.14571 -6.83455 -8.36914 -0.0738
C 2.03519 -5.79507 -6.30579 -0.1046
H 5.20085 -8.98972 -7.78107 0.1170
H 5.55567 -7.90861 -6.53568 0.1039
H 4.41938 -6.62888 -9.15543 0.0810
H 6.09570 -6.88876 -8.90085 0.0738
H 5.26128 -5.95425 -7.73683 0.0734
H 1.20005 -6.29563 -6.79576 0.0675
H 2.64721 -5.12815 -6.91304 0.0633
H 1.66231 -5.21412 -5.46224 0.0712
O -1.46560 -0.72978 -7.96757 -0.2974
S -2.67200 -0.47398 -7.19291 0.6638
O -3.80999 -1.31478 -7.60551 -0.3291
O -2.36647 -0.63221 -5.58646 -0.2543
C -3.32260 -1.38045 -4.76910 -0.2635
C -4.60914 -0.72776 -4.41973 -0.0841
C -3.24801 1.28700 -7.38772 -0.1034
H -2.82531 -1.48133 -3.80441 0.1266
H -3.47586 -2.34879 -5.24548 0.1165
H -5.11695 -0.35414 -5.30891 0.0651
H -4.40447 0.13025 -3.77940 0.0874
H -5.27884 -1.51196 -4.06671 0.0912
H -4.28373 1.41605 -7.07352 0.0551
H -3.25018 1.56890 -8.44064 0.0645
H -2.67106 1.95103 -6.74406 0.0633
O 2.14125 8.93531 -1.31387 -0.3109
S 1.27734 7.83531 -0.86202 0.6508
O 1.76809 6.72348 -0.11954 -0.3083
O -0.09699 8.38793 -0.11679 -0.2695
C -0.14454 9.33136 0.94568 -0.2803
C 0.47077 8.79702 2.19067 -0.0848
C 0.51590 7.13950 -2.40103 -0.0927
H -1.20502 9.55396 1.06379 0.1276
H 0.28212 10.29103 0.65397 0.1204
H 0.21783 9.34987 3.09536 0.0815
H 1.55729 8.71179 2.17319 0.0816
H 0.01067 7.83651 2.42270 0.0857
H 1.33537 6.82783 -3.04866 0.0744
H -0.00569 7.92466 -2.94836 0.0643
H -0.27882 6.52614 -1.97641 0.0670
```

=====

The following is a quantum chemistry calculation of a structure of composition C18H48F4Mn2O10P2 in a non-equilibrium geometry, from OMol25.

* spin multiplicity: 11
* maximum force: 0.0984 Eh/bohr
* gap between HOMO and LUMO (alpha / beta): 7.1 / 6.3 eV
* charge: +2
* E_HOMO (alpha / beta): -13.93 / -13.93 eV

XYZ file:
```
84
Properties=species:S:1:pos:R:3:lowdin_charge:R:1
Mn 0.04767 3.97199 0.04709 1.2896
Mn 2.48511 -0.89729 1.62073 1.1680
O 2.02646 3.55353 0.74750 -0.3511
P 3.16991 2.57137 0.86680 0.4564
O 2.98557 1.11545 1.19917 -0.3349
F 4.29815 3.22712 1.87580 -0.1135
F 4.04252 2.62735 -0.54736 -0.1259
O 0.66483 -0.45980 1.03160 -0.3514
P -0.26035 0.44409 0.16141 0.4866
O -0.03908 1.91507 0.05331 -0.3291
F -1.78655 0.20266 0.66831 -0.0969
F -0.19053 -0.08269 -1.34122 -0.0881
C 1.54759 -4.78127 3.86468 -0.0254
C 2.43006 -3.95338 2.93724 -0.5433
C 2.96326 -4.81845 1.86686 -0.0303
O 1.89113 -2.82751 2.38600 -0.0853
H 2.02911 -5.62458 4.35973 0.1031
H 0.62608 -5.16533 3.42717 0.0944
H 1.18832 -4.14253 4.67154 0.0839
H 3.21442 -3.63738 3.62501 0.1532
H 2.03185 -5.05794 1.35380 0.0988
H 3.32164 -5.75577 2.29239 0.1102
H 3.64995 -4.31579 1.18576 0.0925
H 1.23699 -3.17269 1.77398 0.1216
C 0.05546 1.40955 4.68399 -0.0068
C 1.37277 1.21801 3.83342 -0.4775
C 2.73343 1.59549 4.53679 -0.0155
O 1.45893 -0.11970 3.62494 -0.1065
H 0.18372 2.38392 5.15544 0.0845
H 0.00178 0.77793 5.57071 0.0981
H -0.80382 1.40584 4.01339 0.0699
H 1.30726 1.85786 2.95341 0.0988
H 3.51309 1.78736 3.79962 0.0523
H 3.04226 0.85000 5.26957 0.0882
H 2.65569 2.45887 5.19759 0.0847
H 0.93901 -0.52132 4.32493 0.1113
C -2.53592 -1.37645 3.65305 -0.0393
C -3.50203 -1.82556 2.51027 -0.4748
C -4.62788 -0.91582 2.02391 -0.0436
O -2.63097 -2.17891 1.48590 -0.0625
H -2.76087 -1.75151 4.65147 0.0791
H -2.51781 -0.28822 3.71236 0.0570
H -1.53248 -1.74432 3.43885 0.0616
H -4.03922 -2.63850 2.99880 0.1360
H -5.15203 -0.60170 2.92652 0.0847
H -5.39613 -1.35125 1.38494 0.0879
H -4.27958 0.02006 1.58697 0.0591
H -2.25242 -1.35289 1.17608 0.0177
C 4.61008 -0.74284 -4.44474 -0.0301
C 3.61850 0.36532 -4.19051 -0.5486
C 2.15819 0.04934 -4.08405 -0.0662
O 3.83880 0.83437 -2.93827 -0.0592
H 5.54990 -0.23938 -4.67140 0.0941
H 4.20649 -1.24226 -5.32554 0.0880
H 4.66770 -1.48440 -3.64796 0.0836
H 3.73813 1.10361 -4.98343 0.1514
H 1.50404 0.74959 -3.56459 0.0628
H 2.03579 -0.76684 -3.37203 0.0775
H 1.71715 -0.12699 -5.06511 0.0930
H 3.57759 0.07193 -2.41668 0.0701
C -2.36385 -1.47148 -3.29776 -0.0324
C -2.06319 -0.42313 -4.40954 -0.4239
C -3.30750 0.21728 -5.06256 -0.0348
O -1.28052 0.61072 -3.78845 -0.0987
H -2.61125 -2.40324 -3.80640 0.0904
H -3.17261 -1.26372 -2.59716 0.0761
H -1.52132 -1.47711 -2.60623 0.0484
H -1.42595 -0.80466 -5.20732 0.1303
H -3.19383 1.23719 -5.42994 0.0728
H -4.04686 0.23345 -4.26181 0.0679
H -3.69932 -0.41660 -5.85803 0.0859
H -0.80338 0.31686 -3.00897 0.0117
C -3.07002 2.59446 -1.45548 -0.0207
C -2.02713 3.48447 -2.07174 -0.5150
C -2.50614 4.19065 -3.30718 -0.0233
O -1.65860 4.41346 -1.11322 -0.1000
H -3.37508 1.68768 -1.97775 0.0942
H -3.96879 3.20700 -1.38406 0.1012
H -2.73732 2.29961 -0.46025 0.0584
H -1.21008 2.86367 -2.43934 0.1294
H -1.77738 4.87651 -3.73919 0.0987
H -3.44687 4.74118 -3.30027 0.1045
H -2.59797 3.45973 -4.11056 0.0933
H -2.16400 5.21926 -1.24305 0.1416
```